Entry from the Open Molecules 2025 dataset: an isolated molecule of CH4O2P2 at a distorted geometry (ωB97M-V/def2-TZVPD).

Cartesian coordinates (Å):
1 C 0.46 0.38 0.18
2 P -1.06 0.80 -0.39
3 P -0.56 3.21 -0.49
4 O -0.87 4.62 -0.77
5 O 0.84 2.77 -0.49
6 H 1.17 -0.02 -0.52
7 H 0.52 0.09 1.21
8 H -2.23 0.78 0.34
9 H -1.39 0.74 -1.72

Results
Structure (SMILES) ... C=[PH2]P(=O)=O
Relative energy (zero: lowest compared OMol25 entry of this formula, charge and spin) ... 344.6 kJ/mol
Charge ... 0
LUMO level (alpha / beta) ... -0.73 / -0.73 eV
Gap between HOMO and LUMO (alpha / beta) ... 7.73 / 7.73 eV

For each atom in turn, the natural (NBO) charge in e is:
1 C -0.8621
2 P 0.7084
3 P 1.6301
4 O -1.0110
5 O -1.0516
6 H 0.2588
7 H 0.2495
8 H 0.0372
9 H 0.0407